Record 1
Computed, not measured: a molecular structure, C23H49N3NdP4Se in a non-equilibrium geometry, with ωB97M-V with the def2-TZVPD basis set.

Last column: Löwdin spin population.
Atoms and positions in Å:
Nd 0.28 0.12 0.39  3.05
Se 0.90 2.48 -2.44  0.00
P -1.76 2.12 0.21  -0.01
P -0.70 -1.55 2.27  -0.01
P -1.46 -1.22 -1.61  -0.01
P 2.12 -1.44 -1.22  -0.01
N -0.99 -4.23 2.64  0.00
N -2.90 -2.81 3.28  0.00
N -0.87 -2.83 4.67  0.00
C 2.78 5.99 -3.40  0.00
C 2.02 1.35 1.40  0.00
C 2.41 -3.21 -0.82  0.00
C -1.23 3.78 0.75  0.00
C -0.48 -4.11 4.02  0.00
C 2.84 2.44 1.28  -0.01
C -2.47 -4.07 2.67  0.00
C -2.56 -1.65 2.47  0.00
C 4.35 5.00 -1.82  0.00
C 2.33 3.81 -2.42  0.00
C -2.62 2.51 -1.35  0.00
C 3.89 6.10 -2.56  0.00
C 1.95 -1.50 -3.04  0.00
C -2.34 -2.70 4.66  0.00
C 2.06 4.80 -3.39  0.00
C -0.21 -1.70 4.05  0.00
C -0.36 -3.28 1.75  0.00
C -1.29 -3.03 -1.90  0.00
C -1.52 -0.61 -3.35  0.00
C 3.82 -0.73 -1.08  0.00
C -3.15 1.83 1.36  0.00
C 3.54 3.85 -1.70  0.00
C -3.25 -1.16 -1.18  0.00
H 3.85 2.30 0.87  0.00
H 1.54 -3.83 -1.10  0.00
H -0.49 -0.76 4.54  0.00
H -0.09 3.45 -3.09  0.00
H 2.57 -3.32 0.27  0.00
H 2.51 0.35 1.19  0.00
H -2.89 -4.89 3.25  0.00
H -3.29 3.35 -1.14  0.00
H 0.88 -1.81 4.06  0.00
H 5.35 5.04 -1.36  0.00
H 1.80 -0.47 -3.41  0.00
H -1.91 -3.57 -1.18  0.00
H -0.35 4.10 0.19  0.00
H -0.71 -3.42 0.72  0.00
H 3.89 3.02 -1.09  0.00
H 2.87 -1.90 -3.50  0.00
H 2.64 3.40 1.78  0.00
H 0.72 -3.41 1.75  0.00
H -3.44 -0.37 -0.44  0.00
H -2.77 -3.50 5.26  0.00
H -3.89 1.13 0.93  0.00
H 0.62 -4.16 3.99  0.00
H 3.87 0.22 -1.64  0.00
H 4.05 -0.52 -0.02  0.00
H -2.26 -1.20 -3.89  0.00
H 4.56 -1.44 -1.48  0.00
H -2.59 -1.70 5.06  0.00
H -3.62 2.81 1.54  0.00
H -2.89 -0.72 2.94  0.00
H 1.10 1.43 2.01  0.00
H 1.25 4.65 -4.09  0.00
H -0.90 -4.93 4.61  0.00
H 2.46 6.78 -4.09  0.00
H -3.56 -2.13 -0.76  0.00
H -1.80 0.44 -3.37  0.00
H -2.84 -4.09 1.63  0.00
H 3.29 -3.59 -1.35  0.00
H -0.54 -0.73 -3.83  0.00
H -3.01 -1.74 1.47  0.00
H 1.11 -2.13 -3.34  0.00
H -1.62 -3.26 -2.91  0.00
H 4.42 7.03 -2.55  0.00
H -2.78 1.43 2.32  0.00
H -0.24 -3.34 -1.78  0.00
H -2.07 4.45 0.56  0.00
H -3.20 1.64 -1.71  0.00
H -1.89 2.80 -2.12  0.00
H -0.99 3.77 1.82  0.00
H -3.83 -0.95 -2.08  0.00

Summary:
Charge ... +3
Expectation value of S² ... 3.755
Orbital gap (spin up / spin down) ... 5.7 / 5.9 eV
Energy ... -146867.703 eV
2S+1 ... 4



Record 2
Computed, not measured: a molecular structure, C23H49N3P4ReSe in a non-equilibrium geometry, with ωB97M-V with the def2-TZVPD basis set.

Last column: Löwdin spin population.
Atoms and positions in Å:
Re -0.04 0.72 0.44  0.91
Se 1.30 -0.24 -3.01  0.25
P 0.92 2.87 0.08  0.03
P -0.86 -1.47 0.68  0.06
P -0.86 1.41 2.52  -0.01
P -2.04 1.31 -0.92  0.02
N -2.74 -3.44 1.32  0.46
N -0.41 -4.03 1.68  0.11
N -1.30 -3.87 -0.61  0.17
C -1.58 0.22 3.74  0.00
C -1.93 1.02 -2.74  0.00
C 5.21 -1.95 -2.92  0.07
C -0.90 -2.49 -0.90  0.03
C 0.37 2.22 3.64  0.00
C -2.62 3.05 -0.95  0.01
C 4.72 -1.44 -5.22  0.03
C -1.77 -4.14 2.21  0.02
C 5.59 -1.97 -4.26  0.24
C 1.94 -0.22 0.39  -0.01
C -2.55 -2.00 1.36  0.06
C 3.98 -1.40 -2.53  0.06
C -2.24 2.64 2.53  0.00
C 1.59 0.14 1.76  0.01
C 3.49 -0.88 -4.85  0.08
C 0.13 -2.68 1.75  0.03
C 1.20 3.28 -1.69  0.01
C -3.66 0.49 -0.62  0.01
C -0.36 -4.56 0.29  0.02
C 3.09 -0.88 -3.49  0.21
C -2.67 -3.97 -0.05  0.01
C 2.59 3.11 0.79  0.02
C 0.12 4.43 0.64  0.00
H -2.85 3.40 0.07  0.00
H -3.36 -3.40 -0.69  0.00
H 5.87 -2.37 -2.17  0.00
H 1.94 -1.28 0.12  0.00
H -1.13 1.65 -3.15  0.00
H -1.91 3.59 2.10  0.00
H -2.63 0.02 3.49  0.00
H 2.96 4.09 0.44  0.00
H 0.66 -4.46 -0.11  0.01
H -2.88 1.26 -3.25  0.00
H -2.57 2.83 3.56  0.00
H -1.00 -0.71 3.79  0.00
H 0.10 -2.47 -1.36  0.01
H -4.47 1.02 -1.16  0.00
H -1.81 -3.68 3.21  0.00
H 0.73 5.27 0.30  0.00
H 5.00 -1.46 -6.28  0.00
H -0.89 4.54 0.22  0.00
H 2.18 0.94 2.20  0.01
H -3.54 3.12 -1.55  0.00
H 6.54 -2.40 -4.57  0.01
H 0.06 4.46 1.74  0.00
H 0.25 3.59 -2.16  0.00
H -1.70 -0.03 -2.94  0.00
H 2.55 3.12 1.89  0.00
H -1.86 3.70 -1.41  0.00
H -0.66 -5.62 0.35  0.00
H 1.17 -2.70 1.42  0.01
H -1.58 0.66 4.76  0.00
H -3.65 -0.55 -0.98  0.00
H 1.23 1.56 3.80  0.00
H -1.60 -2.03 -1.61  0.00
H -0.08 2.38 4.63  0.00
H -2.65 -1.67 2.40  0.01
H 1.60 2.41 -2.22  0.01
H 1.92 4.11 -1.74  0.00
H 0.70 3.19 3.25  0.00
H 3.28 2.33 0.45  0.00
H -3.10 2.22 1.98  0.00
H 3.68 -1.37 -1.48  0.00
H -2.96 -5.03 -0.02  0.00
H 0.10 -2.34 2.80  0.00
H 1.34 -0.69 2.43  0.00
H -2.06 -5.20 2.26  0.00
H 1.05 -0.13 -1.42  0.01
H -3.34 -1.55 0.75  0.01
H -3.90 0.51 0.45  0.00
H 2.82 -0.45 -5.60  0.00
H 2.75 0.33 -0.09  0.00

Summary:
Charge ... +4
Energy relative to the best compared isomer or geometry (same formula, charge and spin) ... 0.00 kJ/mol
Expectation value of S² ... 3.797
Orbital gap (spin up / spin down) ... 6.7 / 5.2 eV
Energy ... -133705.963 eV
2S+1 ... 4



Record 3
Computed, not measured: 4 unconnected molecules or ions with the total composition C23H50F3NO13P4 in a non-equilibrium geometry, with ωB97M-V with the def2-TZVPD basis set.

Last column: Mulliken charge in e.
Atoms and positions in Å:
P -2.39 5.65 4.09  1.13
P 1.94 1.45 0.78  0.26
P 3.14 -3.67 -6.47  1.09
P -2.09 -3.81 -1.12  1.14
F 3.46 0.70 4.08  -0.30
F 3.28 -2.47 2.18  -0.22
F 1.45 -1.12 3.08  -0.16
O 1.84 4.71 1.87  -0.49
O -3.75 -4.24 -1.20  -0.45
O -2.72 4.29 5.08  -0.40
O -2.32 -3.51 0.50  -0.30
O 3.63 -4.89 -5.45  -0.37
O 4.50 -3.56 -7.16  -0.72
O -0.90 5.74 4.83  -0.37
O 3.36 -2.37 -5.48  -0.27
O -2.51 -2.32 -1.72  -0.31
O 1.57 -3.84 -5.80  -0.40
O -0.59 -3.52 -1.06  -0.63
O -3.28 6.56 5.14  -0.28
O -2.09 6.80 3.12  -0.69
N 1.39 2.97 0.02  -0.52
C 2.84 -1.22 2.70  0.22
C -4.62 6.88 4.78  -0.37
C -3.31 -2.81 -3.96  -1.12
C 4.59 0.61 1.74  -0.47
C 4.54 -5.88 -5.92  -0.39
C 1.75 -0.74 -6.28  -0.85
C 5.94 -5.58 -5.39  -1.12
C -5.02 -2.28 -0.34  -0.86
C 1.82 -3.52 -3.35  -0.69
C 1.54 3.90 0.94  0.76
C 0.63 7.52 4.29  -1.18
C -5.53 5.67 4.91  -0.95
C 3.62 -0.03 2.83  0.30
C -1.31 -3.89 1.44  -0.66
C 3.21 -1.07 -6.03  -0.42
C 0.26 6.07 4.07  -0.29
C -2.30 -2.08 -3.10  0.01
C -4.76 -3.77 -0.30  -0.21
C 1.29 -4.35 -4.50  -0.25
C -2.12 4.03 6.35  -0.15
C -2.44 5.05 7.43  -0.91
C -0.51 -2.67 1.86  -0.88
C 3.83 1.45 0.57  -0.52
H -2.09 4.69 8.40  0.40
H 1.41 0.30 0.08  -0.03
H -3.21 -2.53 -5.01  0.44
H -2.51 3.06 6.67  0.35
H 4.53 -5.95 -7.01  0.36
H -6.57 5.95 4.73  0.40
H -1.28 -2.36 -3.38  -0.05
H -5.45 5.22 5.90  0.18
H -0.66 -4.67 1.03  0.38
H 1.42 -3.88 -2.40  0.22
H 5.27 -0.16 1.22  0.32
H 2.91 -3.57 -3.29  0.42
H -4.64 7.28 3.77  0.30
H 4.20 2.55 0.58  0.29
H -1.81 -4.31 2.32  0.35
H -1.04 3.89 6.24  0.24
H 3.79 -0.99 -6.95  0.30
H 0.35 -2.96 2.46  0.38
H 1.33 -1.39 -7.05  0.28
H 1.15 -0.90 -5.37  0.10
H -5.26 4.90 4.18  0.29
H 1.07 5.42 4.41  0.36
H 5.97 -5.73 -4.31  0.29
H 6.67 -6.25 -5.85  0.38
H 0.11 5.85 3.01  0.28
H 0.98 7.67 5.32  0.30
H 1.43 7.83 3.61  0.36
H -5.17 -1.93 -1.37  0.17
H 1.64 0.30 -6.60  0.41
H 1.60 -5.39 -4.42  0.27
H -4.33 -2.59 -3.63  0.24
H -2.40 -1.00 -3.26  0.31
H -5.68 -4.28 -0.61  0.36
H 5.27 1.38 2.28  0.28
H -0.22 8.19 4.16  0.30
H 1.55 -2.47 -3.46  0.08
H 3.63 -0.36 -5.31  0.32
H -0.16 -2.09 1.00  0.18
H -3.18 -3.89 -3.88  0.29
H -5.92 -2.03 0.24  0.40
H 0.19 -4.36 -4.42  0.30
H -4.19 -1.71 0.08  0.22
H -4.56 -4.11 0.72  0.24
H 6.23 -4.55 -5.58  0.29
H 4.13 1.05 -0.48  0.30
H -4.96 7.66 5.46  0.30
H -3.51 5.23 7.49  0.18
H 4.21 -6.85 -5.53  0.35
H -1.13 -1.99 2.45  0.33
H -1.95 6.01 7.23  0.24

Summary:
SMILES string ... O=C=NPCCC(F)=C(F)F.CCOP(=O)(OCC)OCC.CCOP(=O)(OCC)OCC.CCOP(=O)(OCC)OCC
Charge ... 0
Energy relative to the best compared isomer or geometry (same formula, charge and spin) ... 1003.45 kJ/mol
Orbital gap ... 6.7 eV
Energy ... -98067.565 eV